Entry 1:
Entry from OMol25: a molecular structure, C18H19AsF6N7O2Pd (wB97M-V/def2-TZVPD).

Geometry as ORCA input:
```
! wB97M-V def2-TZVPD RIJCOSX def2/J DEFGRID3
* xyz -2 2
F -3.42 0.93 -0.17
C 0.64 -7.39 -0.89
H -1.09 3.74 0.62
N -0.10 3.00 -1.01
H -1.45 -3.32 -0.88
F -3.72 -1.51 0.00
F -4.08 0.84 -2.54
C 0.65 -3.14 -1.32
H -1.46 -5.76 -0.62
C 3.94 -0.60 3.19
C 1.83 -5.29 -1.33
H 5.21 -0.76 4.90
H -2.23 5.87 -2.94
H -2.20 5.60 -0.48
C -0.52 -3.86 -1.01
C -0.31 1.69 -0.90
As -3.90 -0.35 -1.27
O 1.11 0.00 1.01
H 3.37 -0.43 6.54
N 3.25 -0.75 0.54
C -1.41 5.35 -2.45
H -3.41 3.39 -0.38
H 0.60 -0.07 3.25
F -5.56 -0.10 -0.82
C 2.63 -0.41 2.74
C -3.04 3.81 -1.32
N 0.50 1.08 -1.73
Pd 0.68 -1.11 -1.52
N 2.30 -0.36 1.36
C -1.88 4.77 -1.12
C 4.19 -0.61 4.55
H -1.01 1.21 -0.22
H 2.75 -3.41 -1.68
H 1.05 -0.10 5.71
H -1.06 4.56 -3.12
C 1.81 -3.91 -1.47
H 0.06 4.85 -0.15
F -2.23 -0.55 -1.71
F -4.37 -1.60 -2.37
H 2.75 -5.85 -1.46
C 1.60 -0.22 3.65
C 3.16 -0.43 5.47
O 2.95 -0.72 -0.67
H -2.77 2.96 -1.95
N 1.20 2.03 -2.37
N 0.65 -8.54 -0.78
H 4.73 -0.74 2.48
H -0.58 6.05 -2.32
C -0.54 -5.24 -0.86
N 0.85 3.19 -1.95
C 1.87 -0.24 5.01
H -3.87 4.32 -1.81
C 0.64 -5.97 -1.03
C -0.73 4.12 -0.34
*
```

For the LUMO energy (spin up / spin down), the calculation gives 4.4 / 4.4 eV.

Atomic partial charges in e from the Mulliken method, atoms 1 to 2:
1. F -0.481
2. C 0.127

***

Entry 2:
Entry from OMol25: a molecular structure, C18H19AsLiS (wB97M-V/def2-TZVPD).

Geometry as ORCA input:
```
! wB97M-V def2-TZVPD RIJCOSX def2/J DEFGRID3
* xyz -1 1
C 2.58 0.57 -2.76
C -0.91 -1.92 1.13
C 1.10 0.74 -0.56
H 5.09 3.23 -5.65
H -0.40 -1.40 0.31
H 4.14 -2.61 -5.79
H 3.19 -3.91 -1.83
H -0.18 -2.51 1.69
C -2.60 0.61 1.16
C 2.37 4.15 -3.89
C 3.45 -1.11 -4.45
C 3.81 -2.40 -4.78
H -1.87 1.06 0.48
C 3.75 -3.44 -3.85
H -3.79 -1.96 2.61
C 3.43 4.28 -4.78
C 2.88 1.79 -3.47
C 2.90 -1.84 -2.24
Li 0.59 0.65 1.23
C 1.79 0.67 -1.59
H 4.05 -4.44 -4.11
C 4.23 3.16 -4.99
H 2.53 -1.63 -1.25
As -1.68 -0.62 2.32
H -1.69 -2.57 0.73
H -3.55 -0.82 3.97
C 2.10 2.96 -3.25
H 1.73 5.01 -3.69
H -3.35 0.08 0.57
H 1.28 2.89 -2.55
H 3.46 -0.36 -5.23
H -2.61 -2.32 3.90
C 3.97 1.96 -4.36
S -0.27 0.32 3.53
C 3.28 -3.12 -2.58
C -3.07 -1.54 3.31
H -3.07 1.39 1.76
C 3.00 -0.75 -3.15
H 4.66 1.14 -4.51
H 3.63 5.21 -5.29
*
```

For the LUMO energy, the calculation gives 2.0 eV.

Atomic partial charges in e from the Mulliken method, atoms 1 to 2:
1. C -0.633
2. C -1.019

***

Entry 3:
Entry from OMol25: a molecular structure, C18H19BF2LuN2O2Si at a distorted geometry (wB97M-V/def2-TZVPD).

Geometry as ORCA input:
```
! wB97M-V def2-TZVPD RIJCOSX def2/J DEFGRID3
* xyz 1 1
H 5.12 -1.20 1.26
H -4.31 2.42 -2.12
F -0.90 -4.37 -2.58
C -1.52 -1.37 4.46
C -1.23 1.52 -2.17
C -2.42 -1.31 5.67
N 1.16 -1.34 1.23
H 5.43 -1.41 -3.00
H 2.97 -1.17 2.26
C -3.68 3.28 -1.94
H 2.96 -1.49 -3.11
C -0.84 4.56 -2.45
H -2.74 3.75 -5.14
H 1.81 -1.65 3.92
H -4.00 -1.49 4.56
C 3.47 -1.44 -2.15
C 2.44 -1.27 1.32
H 6.55 -1.28 -0.77
H -0.66 4.65 -1.38
H -3.54 3.37 -0.87
C 4.68 -1.27 0.28
C -1.96 -1.24 3.14
H -4.21 4.16 -2.29
C -0.15 -1.49 4.71
H 0.12 4.45 -2.94
H -1.29 2.77 -5.23
H -2.84 2.01 -4.95
C -2.24 2.88 -4.72
C 0.77 -1.50 3.69
C 4.86 -1.39 -2.09
H -1.37 -1.05 1.08
Si -2.00 3.10 -2.84
F -0.75 -3.14 -0.40
C 0.34 -1.35 2.36
Lu 0.15 -1.55 -1.08
B 0.02 -3.57 -2.36
C 5.48 -1.31 -0.85
C 3.29 -1.32 0.13
H 0.16 -1.57 5.74
O -3.74 -1.37 5.48
C -0.81 0.46 -1.75
N 2.69 -1.42 -1.07
O -1.96 -1.20 6.77
C -1.04 -1.21 2.11
H -1.26 5.51 -2.79
H -3.01 -1.15 2.89
*
```

For the LUMO energy, the calculation gives -4.8 eV.

Atomic partial charges in e from the Mulliken method, atoms 1 to 2:
1. H 0.405
2. H 0.305

***

Entry 4:
Entry from OMol25: a molecular structure, C18H19Cl2N6O2S2Ti (wB97M-V/def2-TZVPD).

Geometry as ORCA input:
```
! wB97M-V def2-TZVPD RIJCOSX def2/J DEFGRID3
* xyz 1 3
C -5.00 -1.78 1.66
C -3.12 -2.04 0.16
O -0.29 -1.79 -0.37
C -2.39 -1.13 0.93
C 4.21 -0.55 -2.53
C 3.21 1.85 2.00
C -0.13 3.55 1.81
H 0.72 4.06 2.25
C 5.17 -1.52 -2.31
Cl 2.34 1.18 3.32
H 3.09 2.92 1.90
H -1.62 4.92 2.52
C -4.41 -2.36 0.52
C 4.82 -2.86 -2.19
C -2.97 -0.55 2.07
C -0.92 1.79 0.53
C 2.88 -0.94 -2.61
H 1.07 -0.38 -3.43
H 4.49 0.48 -2.64
H 3.20 -4.27 -2.22
S -0.78 -0.78 0.51
N -2.19 2.18 0.65
Ti 1.38 0.73 0.87
H 0.06 1.61 -3.67
H -4.97 -3.07 -0.07
H 1.47 -2.55 -2.59
C -4.25 -0.87 2.43
C -1.41 4.03 1.96
H -6.69 -1.71 2.83
H -6.81 -2.75 1.47
O -0.03 -0.52 1.80
C 2.51 -2.27 -2.53
H 4.15 1.37 1.81
H 0.52 2.87 -2.60
H -3.45 3.59 1.45
N 0.73 1.99 -3.03
Cl 2.90 -0.98 0.80
N -0.53 0.67 -0.23
H -4.69 -0.43 3.32
C 1.66 1.24 -2.43
H 5.58 -3.61 -2.02
C 3.49 -3.23 -2.31
S 2.57 1.95 -1.14
H 6.21 -1.23 -2.24
H -2.67 -2.50 -0.70
C -2.41 3.28 1.36
H -2.39 0.12 2.69
N 0.11 2.44 1.10
N -6.26 -2.12 2.02
N 1.83 0.00 -2.88
*
```

For the LUMO energy (spin up / spin down), the calculation gives -3.3 / -5.3 eV.

Atomic partial charges in e from the Mulliken method, atoms 1 to 2:
1. C 1.135
2. C -0.464

***

Entry 5:
Entry from OMol25: a molecular structure, C18H19Cl5NO8OsP2 at a distorted geometry (wB97M-V/def2-TZVPD).

Geometry as ORCA input:
```
! wB97M-V def2-TZVPD RIJCOSX def2/J DEFGRID3
* xyz 1 1
Cl 2.13 -1.93 -0.10
H -2.75 -0.95 -3.56
H 0.52 3.55 -6.27
O -0.28 -2.31 -2.39
Cl 5.03 -2.46 4.37
C 1.32 5.99 3.19
O 1.87 1.62 -1.00
C -1.16 0.46 -3.80
H 1.25 2.64 -3.41
O -0.35 2.71 -1.09
C -0.63 1.77 -0.24
P 1.42 3.13 -1.23
H 2.64 -1.54 -4.06
O -0.19 -0.67 -0.91
P 1.35 4.41 3.98
H -0.12 2.20 2.83
C 2.46 -0.69 -3.41
Cl 4.06 -3.59 1.63
O 2.79 3.93 3.90
C 1.23 0.06 -3.87
H 3.34 -0.05 -3.45
N -1.88 1.58 0.01
C 0.32 2.54 -6.62
C 3.47 -0.34 3.85
Cl 0.60 2.86 2.02
C -0.15 -1.13 -2.18
H 2.33 6.39 3.15
H -2.59 0.14 -2.21
C -0.01 -0.13 -3.28
C 3.45 -2.09 2.20
Os 0.86 0.50 0.18
H 2.36 -1.06 -2.39
H -0.59 2.56 -7.21
H -1.92 1.80 -5.28
C 2.00 -0.10 1.86
H -3.30 0.72 -3.73
H 0.66 6.63 3.77
Cl 4.04 0.34 5.33
H 0.92 5.90 2.18
C 2.49 0.48 3.12
H 2.28 1.08 -5.43
O 0.30 3.94 4.86
C 2.55 -1.36 1.49
H 3.03 3.02 4.21
C 3.91 -1.56 3.45
C -1.03 1.34 -4.87
O 2.25 1.60 3.63
O 1.45 3.37 -2.79
H -2.20 0.98 0.75
H -2.57 2.17 -0.45
C 0.20 1.59 -5.46
H 1.14 2.25 -7.28
C -2.53 0.08 -3.29
C 1.32 0.93 -4.96
*
```

For the LUMO energy (spin up / spin down), the calculation gives -4.8 / -4.8 eV.

Atomic partial charges in e from the Mulliken method, atoms 1 to 2:
1. Cl -0.401
2. H 0.388

***

Entry 6:
Entry from OMol25: a molecular structure, C18H19F2N3O2S2 at a distorted geometry (wB97M-V/def2-TZVPD).

Geometry as ORCA input:
```
! wB97M-V def2-TZVPD RIJCOSX def2/J DEFGRID3
* xyz 0 1
C 2.91 -1.04 -0.29
N 0.04 0.55 -2.74
H 0.79 -1.60 1.56
H 0.36 0.36 5.31
C 1.04 -0.56 2.26
C -3.26 -0.05 -3.99
C -1.22 0.58 -2.95
C 0.68 1.31 -1.76
C 2.92 0.27 3.31
O -1.44 -1.95 2.20
C -3.99 0.18 -2.95
N 1.65 -0.54 -0.74
H -3.58 -0.58 -4.99
H 1.66 -2.55 -2.06
H 4.11 -0.57 1.02
H 1.48 1.12 0.25
C 1.02 -1.55 -1.77
H -0.18 0.33 0.02
C 2.37 0.74 4.37
S -1.28 -1.00 3.27
C -1.88 -0.18 -3.93
C 0.72 -0.57 -3.08
N 3.08 -0.26 0.98
C 2.41 -0.29 2.18
H 1.90 -0.05 -3.46
F -1.44 1.23 2.13
H 0.28 2.31 -1.57
H -4.12 1.36 -1.22
H -5.34 0.31 -3.05
H 2.98 1.09 5.18
S 4.05 -2.13 -0.92
H 1.68 1.67 -2.05
C -3.40 0.88 -1.96
H 0.10 -1.79 -1.51
F -3.15 0.34 2.38
C 1.07 0.27 4.49
C -2.09 0.86 -1.78
H 4.20 0.86 3.20
C -2.13 0.55 3.02
C 0.44 -0.46 3.33
O -1.69 -1.37 4.70
H -1.51 1.72 -0.99
H -1.33 -0.53 -4.67
H -2.41 1.26 3.65
C 0.92 0.67 -0.40
H 0.59 -1.20 -3.98
*
```

For the LUMO energy, the calculation gives 0.0 eV.

Atomic partial charges in e from the Mulliken method, atoms 1 to 2:
1. C -0.133
2. N 0.458

***

Entry 7:
Entry from OMol25: a molecular structure, C18H19HfN7O2Se2Te2 (wB97M-V/def2-TZVPD).

Geometry as ORCA input:
```
! wB97M-V def2-TZVPD RIJCOSX def2/J DEFGRID3
* xyz 2 1
C -0.46 -1.22 0.31
C -2.51 0.17 -3.48
H -0.91 0.54 3.05
O 0.95 1.38 6.85
H 0.16 0.50 4.90
C 1.72 -2.54 -3.16
N -1.05 -0.45 1.24
C 2.41 -0.05 -2.25
H -0.70 3.08 -1.35
C 3.23 -1.13 -1.88
H 2.42 -0.04 6.44
N 2.54 1.30 -1.95
Te -6.01 -0.47 0.47
C -3.28 -0.16 -2.42
Se -3.68 2.42 1.78
H -4.12 -0.82 -2.35
C 1.53 -1.32 1.60
C 1.30 -0.22 -3.06
H -1.04 -1.46 -0.58
H 1.48 -3.53 -3.52
N -2.78 0.52 -1.30
Se -4.17 -2.17 0.88
N -1.55 1.05 -3.02
H 2.55 -1.62 1.78
H 1.28 -2.29 -0.32
N 1.58 1.92 -2.50
C -0.39 1.52 -3.80
C -0.38 -0.11 2.36
C 2.86 -2.36 -2.35
H -2.56 -0.13 -4.51
H 1.37 1.68 7.66
H 0.07 -1.63 -4.20
N 1.16 0.40 4.83
C -1.74 1.25 -1.72
C 1.77 -0.15 3.78
O 2.96 -0.36 3.73
H -1.39 2.35 0.08
H 2.67 1.56 5.69
Te -5.47 0.90 2.75
C 0.92 -0.54 2.58
H 0.08 1.66 -0.64
H 3.47 -3.23 -2.11
H 4.12 -0.98 -1.28
H -0.36 2.61 -3.79
C 0.83 -1.68 0.46
C 0.92 -1.48 -3.54
C 1.92 0.83 6.00
C -0.89 2.12 -0.86
H -0.53 1.17 -4.82
N 0.82 1.05 -3.23
Hf -3.11 0.15 0.78
*
```

For the LUMO energy, the calculation gives -7.2 eV.

Atomic partial charges in e from the Mulliken method, atoms 1 to 2:
1. C -0.217
2. C -0.465

***

Entry 8:
Entry from OMol25: a molecular structure, C18H19IN5NiOS3 (wB97M-V/def2-TZVPD).

Geometry as ORCA input:
```
! wB97M-V def2-TZVPD RIJCOSX def2/J DEFGRID3
* xyz 1 3
H 3.35 1.12 -4.05
N 0.50 0.12 -2.60
S 2.66 0.52 3.31
H -1.43 2.31 -2.48
S -1.81 -2.54 0.06
H 1.22 -1.10 4.38
H -0.36 -0.11 -5.83
C 1.57 0.55 -5.11
H -1.05 1.77 1.51
C 1.80 0.30 1.81
H -3.49 -2.92 -1.57
C -3.54 -0.42 -0.06
C -3.18 -1.42 2.12
H 2.04 0.01 5.50
N -1.02 1.72 -0.51
C 1.49 -0.06 4.56
N -1.36 2.25 0.67
H -3.32 -0.40 -1.12
H -1.23 -0.48 -3.52
Ni -0.04 -0.08 -0.56
C -2.12 3.35 0.53
C -4.39 0.51 0.51
H -2.68 -2.15 2.74
H -5.32 1.20 2.31
N 1.88 0.52 -0.40
H 1.99 0.72 -6.10
C 1.76 0.56 -2.74
H -4.24 -0.50 3.74
H -4.86 1.26 -0.11
C -0.23 -0.11 -3.69
C -4.05 -0.48 2.68
C -2.27 3.55 -0.83
H -3.60 -4.06 -0.19
N 2.52 0.67 0.79
C -4.65 0.48 1.88
S 0.17 -0.31 1.78
H -2.34 -4.28 -1.43
H -2.48 3.90 1.37
C -1.56 2.51 -1.43
H 0.61 0.56 4.60
H 3.54 1.09 -1.48
C -2.95 -1.38 0.76
C 2.50 0.76 -1.49
O -1.06 -1.76 -1.04
C 2.33 0.78 -3.98
C 0.27 0.09 -4.97
C -2.93 -3.55 -0.89
I -3.31 5.06 -1.76
*
```

For the LUMO energy (spin up / spin down), the calculation gives -3.4 / -3.5 eV.

Atomic partial charges in e from the Mulliken method, atoms 1 to 2:
1. H 0.440
2. N 0.240

***

Entry 9:
Entry from OMol25: a molecular structure, C18H19N3O3S2 at a distorted geometry (wB97M-V/def2-TZVPD).

Geometry as ORCA input:
```
! wB97M-V def2-TZVPD RIJCOSX def2/J DEFGRID3
* xyz 0 1
C -1.91 0.04 -0.69
O 1.83 -0.85 1.72
H -0.12 -2.03 -1.05
H 1.24 -2.26 0.08
O 0.06 2.78 -0.09
S 5.13 -0.40 0.82
O 2.31 3.72 0.21
C -3.21 0.52 -0.88
H 1.30 2.86 2.66
C 3.23 0.54 -0.28
S 1.43 2.58 0.32
H -0.27 -3.47 1.65
C 0.73 -0.35 1.54
C 1.45 0.88 -1.83
H -0.29 -4.25 0.06
H -0.57 1.37 1.76
H -3.11 2.04 -2.36
H -4.40 -0.04 2.24
C 1.45 1.98 2.04
H 2.43 1.56 2.21
N -0.18 -0.91 0.71
C 1.91 -0.20 -2.62
C -3.60 1.08 -2.21
C -4.09 0.48 0.18
N 4.74 -1.17 -0.52
C -2.41 -0.47 1.60
C 3.00 -0.94 -2.24
C -1.51 -0.43 0.54
H -2.09 -0.86 2.56
H 1.37 -0.44 -3.52
C 0.15 -2.14 0.00
H 0.58 1.45 -2.12
C 2.09 1.24 -0.68
H -5.10 0.85 0.05
H 3.34 -1.78 -2.82
C -0.56 -3.35 0.61
C -3.70 -0.01 1.42
H 0.16 0.76 3.26
N 4.00 0.74 0.79
H -4.68 1.23 -2.27
H -3.30 0.42 -3.02
H -1.21 0.07 -1.51
H -1.64 -3.22 0.56
C 3.68 -0.58 -1.07
C 0.34 0.96 2.20
*
```

For the LUMO energy, the calculation gives -1.0 eV.

Atomic partial charges in e from the Mulliken method, atoms 1 to 2:
1. C 0.552
2. O -0.658

***

Entry 10:
Entry from OMol25: a single C18H19N3S2 molecule at a distorted geometry (wB97M-V/def2-TZVPD).

Geometry as ORCA input:
```
! wB97M-V def2-TZVPD RIJCOSX def2/J DEFGRID3
* xyz 0 1
H 2.53 -0.81 -2.04
C 0.76 2.79 -1.14
H 2.83 -4.01 0.72
H -3.91 4.46 0.97
H 0.48 3.82 -4.45
H 1.73 -4.00 -0.81
H 0.89 3.03 -0.06
H -0.29 0.18 -3.05
C -1.90 1.42 2.15
H 0.76 4.75 -1.97
C 0.38 3.21 -3.55
C -0.41 0.67 0.74
C -0.90 -0.67 2.61
C 0.31 1.92 -3.82
H -2.66 -3.55 3.82
H -2.84 3.04 0.23
C 2.12 -3.45 0.06
N -1.18 1.73 1.17
C 0.09 1.06 -2.72
S -0.66 -2.25 3.56
S -3.07 2.60 2.49
C 0.63 -1.49 0.66
C 2.00 -1.38 -1.34
H 0.21 1.47 -4.91
H -2.14 4.39 1.25
C -3.02 3.78 1.12
H 3.75 -2.71 -1.14
C 0.60 3.70 -2.21
H 0.09 -3.62 0.89
H -2.67 -2.39 2.61
H 1.33 -1.82 -2.00
H 3.35 -1.65 0.21
C 1.00 -0.73 -0.41
C -0.25 -0.49 1.38
C 0.44 1.44 -1.40
N -1.72 0.34 2.97
C -2.09 -3.14 2.99
C 2.91 -2.30 -0.61
C 0.94 -2.95 0.98
H 1.16 -2.99 2.05
N 0.38 0.52 -0.36
H -1.97 -3.92 2.34
*
```

As for the SMILES: CSc1nc(SC)c2c3c(n(-c4ccccc4)c2n1)CCCC3. For the LUMO energy, the calculation gives 0.5 eV.

Atomic partial charges in e from the Mulliken method, atoms 1 to 2:
1. H 0.446
2. C -0.191